Entry 1:
# C13H17ClFeINO2P

C13H17ClFeINO2P as an isolated structure in a non-equilibrium geometry (wB97M-V/def2-TZVPD, the OMol25 dataset).

```
37
Properties=species:S:1:pos:R:3:forces:R:3
C 3.738124 -0.660423 -0.747457 -0.4 -1.0 -0.4
C 2.516005 0.018061 -0.227921 1.4 2.3 4.1
H 4.589083 0.033684 -0.806794 -0.3 0.1 0.2
H 3.545618 -1.083529 -1.740717 0.3 0.3 0.2
H 4.002287 -1.493737 -0.085214 0.1 0.2 0.0
O 2.315278 0.166314 1.036615 0.6 0.1 -5.0
I -0.623555 -3.813166 0.468808 -0.6 -1.2 0.4
Fe 0.850529 -2.028763 -0.129880 0.9 -1.7 -0.3
P 1.671782 1.285365 -1.286929 -0.5 0.7 -0.2
C 0.608481 2.271924 -0.239258 -0.1 0.1 0.3
C 2.983680 2.359257 -1.878657 0.4 0.0 0.0
H 0.924373 -0.462935 -2.769083 0.0 0.4 -0.1
H 1.107712 1.122235 -3.589862 -0.1 -0.2 0.2
H -0.311904 0.811977 -2.544058 0.3 0.0 0.0
C 0.762224 0.622472 -2.673846 -0.2 -0.3 -0.5
H 3.544640 1.879898 -2.692363 -0.1 0.1 0.2
H 2.519695 3.280917 -2.256573 0.1 -0.2 0.0
H 0.543961 3.278886 -0.674585 0.0 -0.3 0.1
H 1.041219 2.332999 0.767447 -0.1 0.1 -0.2
H 3.666620 2.620043 -1.058335 -0.2 0.0 -0.2
H -0.393418 1.832831 -0.176659 0.4 0.3 0.0
C 1.583519 -1.563437 1.832215 -1.3 -0.4 5.1
O 1.402172 -1.335985 2.951756 0.9 -0.9 -3.9
Cl 1.643871 -2.731757 -2.017636 0.1 0.2 0.2
N -0.482112 -0.699320 -0.082144 -3.3 2.5 0.2
C -1.593777 -0.337080 0.055313 1.8 -1.7 -0.1
C -2.982286 -0.227626 0.225956 -0.9 0.7 -0.1
C -3.642097 -1.102278 1.110939 -0.1 -0.3 0.2
C -5.035649 -1.089866 1.181231 0.4 0.0 0.0
C -5.768423 -0.206213 0.381976 0.1 0.0 0.0
C -5.113770 0.693700 -0.467221 0.4 0.1 -0.1
C -3.721039 0.694571 -0.545772 -0.2 0.0 0.0
H -3.047080 -1.800628 1.705941 -0.3 0.2 -0.1
H -5.541154 -1.780037 1.858875 0.1 0.2 -0.2
H -6.860715 -0.215631 0.424755 0.4 0.0 0.0
H -5.686170 1.395041 -1.077645 0.2 -0.3 0.2
H -3.183631 1.383664 -1.200142 -0.3 -0.2 0.1
```
Forces are in eV/Å.

Results
HOMO energy (alpha / beta) = -15.86 / -15.85 eV
E_LUMO (alpha / beta) = -8.322 / -9.297 eV
2S+1 = 6
max |F| = 5.2 eV/A
net charge = +2
orbital gap (alpha / beta) = 7.54 / 6.55 eV
⟨S²⟩ = 8.788

Mulliken atomic charge list, values in e, 2 entries: atom 1 (C): -1.303, atom 2 (C): 0.731

---

Entry 2:
# C13H17F5N2O11P2S

One molecule with the formula C13H17F5N2O11P2S in a non-equilibrium geometry (wB97M-V/def2-TZVPD, the OMol25 dataset).

```
51
Properties=species:S:1:pos:R:3:forces:R:3
H -1.427382 3.543707 2.225549 -0.1 0.2 0.1
N -1.000020 3.058390 1.444618 1.0 -0.5 0.0
C -1.856908 2.512374 0.706350 -1.4 0.2 0.6
C -3.339498 2.682771 1.006951 0.5 0.6 -0.5
C -1.539646 1.735499 -0.538410 0.0 0.6 0.1
C -0.206123 1.002294 -0.661093 1.7 -0.4 -1.0
P 1.110934 2.377294 -0.454710 -0.4 1.7 -0.2
O 0.592195 3.710326 -0.817896 -0.3 0.3 -0.2
C -0.060076 0.653822 -2.193052 0.0 0.4 0.9
O 0.261621 1.786136 -2.896848 -0.3 0.3 0.0
O -1.214861 0.102684 -2.730978 0.0 -0.8 0.0
S 1.364283 -0.512583 -2.564262 0.2 -0.7 -2.5
O 2.473212 0.274096 -2.983502 0.5 0.6 1.1
O 0.897575 -1.383696 -3.592031 -0.5 -0.6 0.3
O 1.731206 -1.416419 -1.299558 -0.6 1.1 0.2
C 1.338590 -1.047247 0.048758 0.3 -0.9 -0.6
C 1.221748 -2.460444 0.732538 -0.1 -0.5 0.6
O 1.082781 -2.582824 1.914694 -0.4 0.2 -0.2
N 1.387018 -3.603084 -0.131433 0.1 0.1 0.7
C 0.970109 -4.788930 0.513452 1.5 -2.0 1.8
O 1.653252 -5.522277 1.205055 -1.7 1.7 -1.9
F -0.294815 -5.075551 0.228564 0.1 0.3 0.2
C 2.655409 -0.460648 0.642229 0.7 -0.7 0.7
F 3.312181 0.283296 -0.234891 -0.4 1.0 -0.7
F 3.470344 -1.552641 0.777377 0.2 -0.5 0.1
C 2.726683 0.243070 2.027103 -0.3 0.1 0.3
F 2.775394 -0.691508 2.981900 -0.2 -0.5 0.4
F 3.881220 0.909454 2.073328 0.7 0.4 -0.2
C -0.016545 -0.325168 0.156750 -1.2 0.9 -0.3
C -0.312636 -0.019256 1.669304 0.5 -0.1 -0.2
C -1.662574 -0.418899 2.232581 -0.3 0.1 0.4
O -2.524475 0.343214 2.584884 0.2 0.1 -0.1
P -1.292183 -1.730313 -0.276364 0.0 -1.5 0.7
O -2.741346 -1.036275 -0.567716 0.3 -0.1 0.2
O -0.847408 -2.382681 -1.694535 -0.5 0.2 0.4
H -3.566501 2.324561 1.997100 -0.1 -0.4 0.1
H -3.527032 3.751033 1.015803 -0.2 0.3 -0.1
H -3.978135 2.237034 0.256178 -0.2 -0.2 0.0
H -2.408774 1.155960 -0.795578 0.1 -0.7 0.2
H -1.517727 2.492889 -1.323861 0.2 0.4 0.0
H 2.154516 2.088252 -1.348846 0.1 -0.7 0.6
H 1.545533 2.410390 0.885121 0.3 -0.7 -0.2
H 0.114989 1.609344 -3.831437 0.3 0.0 -0.4
H -1.732750 0.835224 -3.068705 -0.2 0.3 0.0
H 2.394274 -3.712917 -0.231373 0.2 0.2 -0.5
H 1.931290 0.929009 2.282916 -0.2 0.1 -0.3
H -0.080938 1.026474 1.820962 -0.6 0.3 0.2
H 0.380462 -0.557259 2.308072 0.0 -0.4 0.0
H -1.810080 -1.492714 2.410163 0.1 -0.2 -0.1
H -3.038103 -1.118778 -1.476339 0.0 0.2 -0.3
H -1.430285 -2.186483 -2.434883 0.4 0.2 -0.4
```
Forces are in eV/Å.

Results
HOMO energy = -9.10 eV
E_LUMO = -0.432 eV
SMILES string = [H]/N=C(\C)C[C@]1([PH2]=O)C(O)(O)S(=O)(=O)O[C@@](C(=O)NC(=O)F)(C(F)(F)C(F)F)[C@]1(CC=O)P(O)O
max |F| = 3.1 eV/A
orbital gap = 8.67 eV

Mulliken atomic charge list, values in e, 2 entries: atom 1 (H): 0.270, atom 2 (N): -0.396

---

Entry 3:
# C13H17IrN3O7

C13H17IrN3O7 as an isolated structure (wB97M-V/def2-TZVPD, the OMol25 dataset).

```
41
Properties=species:S:1:pos:R:3:forces:R:3
Ir -0.514701 1.164196 0.256050 -0.5 -0.1 0.2
O 1.460284 4.739021 1.775645 0.1 0.1 0.0
C 1.178221 3.721037 0.994115 -0.2 -0.1 -0.2
O 0.057750 3.482739 0.578272 0.1 0.3 0.2
C 2.399761 2.930545 0.583733 -0.1 0.0 0.0
O 2.065296 1.603728 0.225318 0.1 -0.1 0.2
C 2.446669 0.635612 1.222597 0.0 0.3 -0.3
C 1.466078 0.542357 2.382677 -0.4 -0.4 0.2
O 1.789920 -0.017241 3.397448 0.0 0.1 -0.1
O 0.250906 1.018688 2.149442 0.6 0.1 -0.1
H 0.649780 5.242187 1.957754 0.0 0.0 0.0
H 2.806350 3.431219 -0.298329 0.0 0.0 0.0
H 3.148858 2.966889 1.374168 0.0 0.0 0.0
H 2.470757 -0.326068 0.710741 0.0 0.0 0.0
H 3.444731 0.847343 1.602206 0.0 0.0 0.0
N -1.714685 2.068038 -3.783726 0.0 0.0 0.0
C -1.518250 1.921850 -2.479667 0.1 0.0 0.1
O -0.487649 1.363549 -2.049041 0.2 0.0 -0.1
C -2.544324 2.449202 -1.515960 -0.1 0.0 0.0
C -2.538526 1.620813 -0.235507 0.1 0.0 -0.2
H -1.004997 1.764683 -4.431511 0.0 0.0 0.0
H -2.537522 2.522275 -4.140444 0.0 0.0 0.0
H -3.528785 2.493244 -1.988871 0.0 0.0 0.0
H -2.251285 3.480413 -1.295381 0.0 0.0 0.0
H -2.973957 0.628864 -0.394846 -0.1 0.1 0.0
H -3.051571 2.118703 0.583787 0.0 0.0 0.0
N 0.028547 -6.119937 0.886398 0.0 0.0 0.0
C 0.096426 -5.336008 -0.211421 0.0 0.0 0.0
O 0.245224 -5.766138 -1.333670 0.0 0.0 0.0
C -0.037099 -3.837231 -0.002355 0.0 -0.1 0.0
C -0.328399 -3.222946 1.206078 0.0 0.0 0.1
C -0.423750 -1.845126 1.258544 0.0 0.1 -0.1
N -0.234400 -1.079891 0.175288 0.0 -0.3 0.0
C 0.041565 -1.670611 -0.999118 0.0 0.0 0.1
C 0.143509 -3.038906 -1.123335 0.0 0.0 0.0
H 0.132394 -7.112579 0.757138 0.0 0.0 0.0
H -0.033177 -5.764206 1.820878 0.0 0.0 0.0
H -0.499177 -3.775576 2.119273 0.0 0.0 0.0
H -0.649835 -1.330363 2.182823 0.0 0.0 0.0
H 0.183661 -1.009919 -1.844066 0.0 0.0 0.0
H 0.365382 -3.504453 -2.073135 0.0 0.0 0.0
```
Forces are in eV/Å.

Results
HOMO energy (alpha / beta) = -11.08 / -12.62 eV
E_LUMO (alpha / beta) = -3.121 / -4.898 eV
2S+1 = 5
max |F| = 0.6 eV/A
net charge = +1
orbital gap (alpha / beta) = 7.96 / 7.72 eV
⟨S²⟩ = 6.006

Mulliken atomic charge list, values in e, 2 entries: atom 1 (Ir): 1.709, atom 2 (O): -0.447

---

Entry 4:
# C13H17MnNS

C13H17MnNS as an isolated structure in a non-equilibrium geometry (wB97M-V/def2-TZVPD, the OMol25 dataset).

```
33
Properties=species:S:1:pos:R:3:forces:R:3
C 0.700319 -0.981575 -3.095979 -2.6 -0.7 1.7
C 0.336481 2.597695 -2.811730 -0.8 -0.1 0.8
C -0.661204 -1.027800 -3.151969 0.1 0.8 -2.1
H 1.186880 -1.938983 -2.947237 0.3 0.0 -0.4
C -0.816477 2.457051 -2.136210 1.1 -0.4 -0.4
H 0.869139 3.539419 -2.764430 -0.1 0.1 0.2
H -1.252761 -1.951543 -3.441910 1.2 0.8 0.7
H -1.118706 3.233767 -1.450374 -0.2 0.3 -0.2
C -1.572283 0.236321 -3.304017 -0.8 -0.6 0.4
H -2.604641 -0.165229 -3.410228 0.6 0.2 0.0
H -1.406966 0.831775 -4.216016 0.2 -0.5 0.2
C 1.444715 0.253303 -2.695666 0.5 -0.2 -0.3
H 2.524517 0.016448 -2.807181 -0.5 0.4 0.0
H 1.279059 0.467846 -1.625135 0.0 -0.1 -0.3
C 1.072140 1.504865 -3.521628 1.4 0.5 -0.3
H 0.623294 1.260229 -4.470695 -0.3 -0.4 -0.2
H 2.033279 1.943680 -3.819156 -0.1 0.0 0.0
C -1.648657 1.211229 -2.104938 -0.5 -0.4 0.7
H -2.709262 1.515847 -1.944934 0.6 -0.2 -0.2
H -1.401003 0.636331 -1.188766 -0.1 0.3 -0.2
Mn 1.094312 -0.422344 1.495964 -0.3 0.8 1.9
H -0.263221 0.219668 0.938522 -0.4 0.0 -1.0
S 1.109617 1.280882 3.555652 0.5 0.8 0.0
C 0.619308 -0.131703 4.372658 0.1 -1.6 -1.3
C 0.261970 -0.364507 5.722996 -0.2 0.0 0.3
C -0.102473 -1.638902 6.152928 0.1 -0.4 -0.9
C -0.117238 -2.698557 5.206489 0.2 0.5 -0.6
C 0.217267 -2.427820 3.881615 0.3 1.1 0.1
N 0.598678 -1.185433 3.471319 -0.3 -1.3 1.2
H 0.267267 0.477072 6.418021 0.0 -0.3 -0.3
H -0.387388 -1.872843 7.191251 0.2 0.4 -0.6
H -0.382132 -3.713648 5.438778 -0.1 -0.1 0.4
H 0.206179 -3.162555 3.062011 -0.1 0.1 0.7
```
Forces are in eV/Å.

Results
HOMO energy (alpha / beta) = -7.66 / -7.71 eV
E_LUMO (alpha / beta) = -0.869 / -1.092 eV
2S+1 = 6
max |F| = 3.2 eV/A
orbital gap (alpha / beta) = 6.79 / 6.61 eV
⟨S²⟩ = 8.764

Mulliken atomic charge list, values in e, 2 entries: atom 1 (C): -0.507, atom 2 (C): -0.320

---

Entry 5:
# C13H17N3O2S

One molecule with the formula C13H17N3O2S in a non-equilibrium geometry (wB97M-V/def2-TZVPD, the OMol25 dataset).

```
36
Properties=species:S:1:pos:R:3:forces:R:3
C -5.630824 0.043985 -1.254900 0.0 -0.1 0.3
C -4.807834 -0.700715 -0.209807 0.1 -0.1 -0.2
C -3.354316 -0.919281 -0.631798 -0.1 0.1 0.1
C -2.547684 0.361444 -0.855016 -0.1 0.0 0.1
C -2.475411 1.296473 0.352996 0.0 -0.2 -0.1
C -1.913246 0.623452 1.611854 -0.2 0.3 -0.1
C -0.582522 0.024144 1.360774 0.6 0.6 -0.1
N -0.329691 -1.232714 1.424508 -1.4 -0.1 0.4
N 0.928006 -1.556986 1.144169 1.6 -0.5 -0.4
C 1.657300 -0.530398 0.857663 -0.8 0.8 0.1
N 2.982667 -0.617764 0.536951 0.4 -0.2 -0.1
C 3.745049 0.485506 0.244108 -0.1 -0.5 0.1
O 3.286141 1.609787 0.244968 0.3 0.1 -0.1
C 5.139584 0.176822 -0.063209 0.8 1.1 -0.3
C 6.171773 1.020512 -0.392901 -0.9 -0.4 0.2
C 7.301691 0.199972 -0.585238 -0.1 -0.6 0.1
C 6.879952 -1.077566 -0.360864 0.7 0.4 -0.2
O 5.580393 -1.106021 -0.045332 -0.5 -0.2 0.1
S 0.817091 0.998818 0.912406 -0.5 -0.8 0.2
H -5.574360 -0.463914 -2.215405 0.0 0.0 -0.1
H -6.674926 0.088620 -0.952509 -0.1 0.1 0.0
H -5.273098 1.062385 -1.383173 0.0 0.1 -0.1
H -4.845256 -0.157173 0.735739 0.0 0.0 0.1
H -5.260616 -1.680256 -0.037767 0.0 0.0 0.1
H -3.345666 -1.487558 -1.565388 0.0 -0.1 0.0
H -2.850775 -1.528094 0.121212 0.0 -0.1 0.0
H -1.532509 0.071551 -1.137413 0.0 0.1 -0.1
H -2.968538 0.917667 -1.694818 0.1 0.0 -0.1
H -3.467219 1.688050 0.582391 0.0 0.1 0.0
H -1.835826 2.144393 0.094589 -0.1 0.1 0.0
H -1.824798 1.372673 2.402739 -0.1 -0.1 0.1
H -2.579644 -0.167294 1.956022 0.1 0.0 0.1
H 3.391614 -1.542206 0.529939 0.0 0.1 0.0
H 6.108200 2.085137 -0.480166 -0.1 0.2 0.0
H 8.289253 0.513629 -0.852826 0.2 0.0 -0.1
H 7.396029 -2.017068 -0.394488 0.0 -0.2 0.0
```
Forces are in eV/Å.

Results
HOMO energy = -8.89 eV
E_LUMO = 0.175 eV
SMILES string = CCCCCCc1nnc(NC(=O)c2ccco2)s1
max |F| = 1.7 eV/A
orbital gap = 9.06 eV

Mulliken atomic charge list, values in e, 2 entries: atom 1 (C): -1.241, atom 2 (C): -0.378

---

Entry 6:
# C13H17N3O7

One molecule with the formula C13H17N3O7 in a non-equilibrium geometry (wB97M-V/def2-TZVPD, the OMol25 dataset).

```
40
Properties=species:S:1:pos:R:3:forces:R:3
C 1.229313 0.831268 2.066314 0.1 -0.2 -0.2
C 0.216309 1.926428 1.699404 -0.3 -1.4 0.2
C -1.108436 1.219257 1.260327 0.6 1.1 -1.2
N -0.988316 0.789775 -0.157541 0.0 -0.3 -1.0
C -0.350684 -0.368952 -0.661481 -1.2 2.6 1.8
C -0.722700 -1.662248 -0.228526 3.0 0.9 -2.0
N -1.840648 -1.860782 0.611920 -2.6 0.3 0.8
O -2.936949 -1.426712 0.236088 1.3 -0.4 0.2
O -1.682948 -2.438958 1.672056 0.4 -0.1 -0.2
C 0.108094 -2.718038 -0.617578 -0.6 0.6 0.1
C 1.215985 -2.531863 -1.467974 -2.8 1.0 1.2
C 1.995135 -3.724805 -1.755229 2.2 0.7 -1.0
O 3.210227 -3.646331 -1.717797 -0.8 -0.9 -0.1
O 1.314522 -4.813576 -2.147689 0.2 0.0 0.4
C 1.497129 -1.221367 -1.944234 0.8 -0.7 -0.7
C 2.555385 -1.036341 -2.999647 1.0 -0.1 0.8
C 0.753260 -0.139943 -1.504229 -1.0 -3.3 0.3
N 1.095887 1.178215 -1.903452 -1.1 1.9 -1.3
O 2.141727 1.612998 -1.501845 0.6 0.2 0.1
O 0.293966 1.813817 -2.622099 1.1 -1.1 1.1
C -2.309098 2.155729 1.316998 -0.8 -0.3 0.2
C -2.629313 2.631783 2.734208 0.0 0.4 -0.5
O -2.025243 3.257579 0.466135 0.1 0.0 -0.2
H 2.105317 1.261808 2.561447 -0.1 -0.1 -0.1
H 1.587854 0.309990 1.145129 -0.3 0.2 0.8
H 0.758998 0.108185 2.777857 0.5 0.4 -0.6
H 0.609728 2.579612 0.912333 -0.3 -0.1 0.2
H 0.025806 2.502681 2.594944 -0.1 0.4 0.1
H -1.316682 0.381462 1.911069 0.0 -0.4 0.1
H -0.935717 1.604111 -0.797237 0.0 -0.8 0.8
H -0.197776 -3.676001 -0.227501 0.4 -0.4 -0.2
H 1.979023 -5.512651 -2.291515 -0.2 0.2 0.1
H 2.520982 -1.852801 -3.706284 0.2 -0.3 0.0
H 3.574441 -0.959887 -2.546159 -0.8 -0.3 -0.4
H 2.414837 -0.144838 -3.571905 -0.3 0.7 -0.3
H -3.190172 1.591353 0.930086 0.6 0.2 0.1
H -1.909364 3.394168 3.044444 -0.1 -0.1 0.0
H -2.579986 1.798517 3.415896 -0.1 -0.3 0.4
H -3.635170 3.074636 2.756790 0.3 -0.1 0.1
H -2.844726 3.712723 0.256476 0.0 0.0 0.0
```
Forces are in eV/Å.

Results
HOMO energy = -8.87 eV
E_LUMO = -0.703 eV
SMILES string = CC[C@H](Nc1c([N+](=O)[O-])cc(C(=O)O)c(C)c1[N+](=O)[O-])[C@@H](C)O
max |F| = 3.7 eV/A
orbital gap = 8.17 eV

Mulliken atomic charge list, values in e, 2 entries: atom 1 (C): -1.025, atom 2 (C): -0.533

---

Question: max |F| of number 4 (C13H17MnNS)?
Answer: 3.2 eV/A

---

Question: The highest max |F| belongs to which entry?
Answer: C13H17ClFeINO2P

---

Question: max |F| of number 6 (C13H17N3O7)?
Answer: 3.7 eV/A